# 1
Computed, not measured: a structure of composition C13H25BO3P2Sn at a distorted geometry, with wB97M-V/def2-TZVPD.

Geometry as ORCA input:
```
! RIJCOSX wB97M-V def2-TZVPD def2/J DEFGRID3
* xyz 0 1
Sn 0.68 -0.23 -1.51
P 1.35 2.32 -1.37
P -0.35 -2.64 -1.28
O -1.47 -0.66 1.00
O 2.18 -0.74 1.78
O -0.54 1.43 1.13
C -2.30 -0.75 3.29
C -2.10 -0.10 4.52
C -1.86 -0.07 2.17
C 2.49 2.79 -2.70
C -0.12 3.35 -1.58
C 2.09 2.89 0.18
C -0.27 -3.43 0.34
C -1.18 1.88 3.43
C -2.12 -2.53 -1.65
C -1.31 1.21 2.24
C 2.05 -0.69 0.64
C 0.35 -3.81 -2.48
C -1.56 1.19 4.59
B -0.58 0.24 0.31
H -2.70 -1.76 3.21
H 3.05 2.38 0.36
H -2.39 -0.62 5.44
H -1.42 1.67 5.56
H 2.58 3.88 -2.75
H -0.80 3.20 -0.73
H -2.54 -3.55 -1.66
H -0.64 3.08 -2.51
H 0.19 4.40 -1.63
H 1.40 2.67 1.01
H -0.73 2.88 3.46
H 2.37 -1.22 -1.95
H 0.37 -3.35 -3.48
H -0.26 -4.72 -2.50
H 0.77 -3.62 0.62
H -0.74 -2.77 1.08
H -2.28 -2.07 -2.64
H 3.48 2.35 -2.52
H 2.12 2.41 -3.67
H 1.38 -4.06 -2.19
H -0.82 -4.38 0.29
H -0.02 -0.02 -3.10
H 2.60 -0.44 -1.98
H -2.63 -1.93 -0.89
H 2.26 3.98 0.11
*
```

Values from the calculation:
Highest occupied orbital energy (spin up / spin down), hartree: -0.155 / -0.155
Total energy, Ha: -1657.7590
Lowest unoccupied orbital energy (spin up / spin down), eV: 0.6 / 0.6

Here are the Mulliken charges for atoms 1 to 4, given in e: atom 1 (Sn): 0.097, atom 2 (P): 0.969, atom 3 (P): 0.958, atom 4 (O): -0.123



# 2
Computed, not measured: a structure of composition C5H5AgO at a distorted geometry, with wB97M-V/def2-TZVPD.

Geometry as ORCA input:
```
! RIJCOSX wB97M-V def2-TZVPD def2/J DEFGRID3
* xyz 1 2
Ag -1.42 -1.00 -6.06
O 0.11 -0.71 -3.83
C -0.69 1.20 2.31
C -0.76 -0.10 2.59
C 1.79 -0.27 -0.64
C 0.21 -0.69 -2.64
C 1.16 -0.48 -1.67
H 0.08 1.83 2.76
H 2.46 -0.13 0.19
H -1.37 1.67 1.59
H -0.06 -0.58 3.28
H -1.51 -0.75 2.12
*
```

Values from the calculation:
Highest occupied orbital energy (spin up / spin down), hartree: -0.434 / -0.448
⟨S²⟩: 0.763
Total energy, Ha: -415.2482
Lowest unoccupied orbital energy (spin up / spin down), eV: -6.7 / -6.7

Here are the Mulliken charges for atoms 1 to 4, given in e: atom 1 (Ag): 0.939, atom 2 (O): -0.384, atom 3 (C): -0.469, atom 4 (C): -0.462



# 3
Computed, not measured: a cluster of 3 separate species, CH7NO2 in total, with wB97M-V/def2-TZVPD.

Geometry as ORCA input:
```
! RIJCOSX wB97M-V def2-TZVPD def2/J DEFGRID3
* xyz 0 1
O 0.63 -4.12 -0.05
O -1.05 2.68 -3.92
N 0.09 0.65 3.11
C 0.60 1.02 2.02
H -1.27 2.41 -4.82
H -0.13 -3.92 -0.60
H 0.19 -0.36 3.21
H 0.72 -3.38 0.56
H 0.59 2.09 1.81
H -1.70 3.35 -3.69
H 1.03 0.31 1.31
*
```

Values from the calculation:
Structure (SMILES): C=N.O.O
Highest occupied orbital energy, hartree: -0.380
Total energy, Ha: -247.4895
Lowest unoccupied orbital energy, eV: 0.5

Here are the Mulliken charges for atoms 1 to 4, given in e: atom 1 (O): -0.635, atom 2 (O): -0.644, atom 3 (N): -0.469, atom 4 (C): -0.224



# 4
Computed, not measured: a cluster of 2 separate species, CH2O2S3 in total at a distorted geometry, with wB97M-V/def2-TZVPD.

Geometry as ORCA input:
```
! RIJCOSX wB97M-V def2-TZVPD def2/J DEFGRID3
* xyz 0 1
S 2.13 1.35 -0.19
S -2.63 0.30 0.58
S 0.19 -0.85 -0.20
O 0.97 2.24 0.65
O -0.13 -2.49 -0.18
C -1.27 -0.28 0.08
H 0.22 2.58 0.11
H 0.51 -2.84 -0.85
*
```

Values from the calculation:
Highest occupied orbital energy (spin up / spin down), hartree: -0.341 / -0.283
Total energy, Ha: -1384.1915
Lowest unoccupied orbital energy (spin up / spin down), eV: -1.2 / -1.8

Here are the Mulliken charges for atoms 1 to 4, given in e: atom 1 (S): 0.025, atom 2 (S): -0.269, atom 3 (S): 0.152, atom 4 (O): -0.416



# 5
Computed, not measured: a structure of composition C20H23ClN2OPV at a distorted geometry, with wB97M-V/def2-TZVPD.

Geometry as ORCA input:
```
! RIJCOSX wB97M-V def2-TZVPD def2/J DEFGRID3
* xyz 2 3
V -1.49 1.01 0.66
Cl -0.66 1.72 2.67
P 0.42 -0.40 0.42
O -0.86 3.23 -0.59
N -3.07 3.83 -0.26
N -1.58 5.30 -1.22
C 1.73 -0.96 1.56
C 0.97 -0.78 -2.32
C -1.17 -4.14 -0.31
C 1.56 -0.40 -3.52
C -1.79 4.06 -0.67
C 2.09 1.08 -1.20
C 3.06 -1.15 1.15
C -0.67 -1.84 0.23
C -2.02 -1.57 0.51
C 1.38 -1.25 2.90
C 2.32 -1.78 3.78
C -3.41 2.61 0.47
C -0.23 -3.12 -0.15
C 2.68 1.45 -2.41
C 4.01 -1.65 2.05
C 1.26 -0.06 -1.15
C -2.52 -3.88 -0.04
C 3.64 -1.99 3.35
C -2.94 -2.61 0.38
C 2.42 0.71 -3.56
H 5.05 -1.77 1.73
H 2.25 1.66 -0.29
H 0.83 -3.31 -0.32
H -2.38 -0.55 0.83
H 2.02 -2.04 4.80
H 2.89 1.01 -4.50
H -2.08 0.48 -0.88
H 0.36 -1.06 3.23
H -2.33 5.98 -1.29
H -0.67 5.49 -1.61
H 3.36 -0.92 0.13
H -3.67 4.64 -0.19
H 1.36 -0.96 -4.44
H 4.37 -2.40 4.05
H -3.99 -2.43 0.60
H 0.30 -1.64 -2.28
H -1.42 0.99 -1.05
H -2.83 2.51 1.41
H 3.34 2.32 -2.43
H -3.27 -4.67 -0.15
H -3.27 1.72 -0.17
H -4.47 2.68 0.75
H -0.86 -5.13 -0.64
*
```

Values from the calculation:
Highest occupied orbital energy (spin up / spin down), hartree: -0.545 / -0.545
⟨S²⟩: 2.099
Total energy, Ha: -2705.6061
Lowest unoccupied orbital energy (spin up / spin down), eV: -9.3 / -8.2

Here are the Mulliken charges for atoms 1 to 4, given in e: atom 1 (V): -0.679, atom 2 (Cl): -0.338, atom 3 (P): 1.876, atom 4 (O): -0.575



# 6
Computed, not measured: a structure of composition C42H36BMnN6O2 at a distorted geometry, with wB97M-V/def2-TZVPD.

Geometry as ORCA input:
```
! RIJCOSX wB97M-V def2-TZVPD def2/J DEFGRID3
* xyz 1 4
Mn -1.32 -0.27 0.53
O -0.75 1.83 -2.50
O -0.25 3.56 -1.05
N -1.64 1.67 1.00
N -0.72 2.29 1.72
N -1.50 -2.11 2.70
N -2.39 -1.62 1.77
N 0.28 -0.40 1.68
N -2.56 -0.58 -1.30
C 2.94 2.91 2.24
C 1.13 -0.46 -2.33
C -1.84 2.61 -2.28
C -2.81 2.29 1.24
C -2.61 -3.26 -4.00
C 3.77 -1.25 -2.18
C -0.31 -2.67 2.20
C -2.60 3.34 2.15
C -1.57 3.68 -1.43
C -3.00 2.48 -2.93
C 3.92 4.02 2.32
C -2.01 -4.32 -3.36
C 4.42 1.09 -1.57
C 2.12 0.54 -2.01
C -0.08 -4.04 2.21
C -3.34 -1.04 2.52
C 1.21 0.63 1.88
C -1.53 -4.14 -2.05
C 1.09 -4.57 1.64
C -3.01 -1.10 3.88
C 0.75 1.97 1.77
C 2.82 -2.22 -2.37
C 1.57 3.07 1.90
C 2.79 2.70 -1.25
C -2.55 4.66 -1.20
C 4.13 2.38 -1.30
C 2.00 -3.72 1.02
C -2.30 -1.85 -2.03
C -1.79 -1.79 3.95
C 1.51 -1.73 -2.52
C 0.64 -1.76 1.66
C 1.75 -2.35 1.00
C -2.74 -2.03 -3.31
C -1.27 3.30 2.43
C 2.57 0.45 2.26
C 3.38 0.12 -1.92
C -1.66 -2.95 -1.42
C 1.74 1.92 -1.64
C 1.49 -6.07 1.87
C -4.02 3.39 -2.59
C 3.34 1.57 2.35
C -3.79 4.46 -1.76
B 0.30 2.44 -1.70
H -2.65 0.21 -1.89
H -4.51 5.26 -1.56
H -3.48 -0.63 -0.82
H 3.00 -4.11 0.67
H -3.24 1.83 -3.71
H -2.86 -3.31 -5.03
H 1.22 4.09 1.63
H 4.90 3.11 -0.98
H -3.53 -0.75 4.77
H -3.38 4.04 2.46
H 4.40 1.37 2.61
H 1.42 -6.69 1.00
H -3.01 -1.19 -3.92
H 3.44 4.88 2.84
H -1.83 -5.25 -3.85
H 0.87 -6.46 2.68
H -1.00 -4.93 -1.49
H 3.16 -3.25 -2.47
H 4.81 -1.49 -2.03
H 2.38 -1.74 0.39
H 0.76 -2.50 -2.75
H 2.51 3.70 -0.92
H 4.16 4.35 1.34
H 5.48 0.75 -1.51
H 4.82 3.73 2.86
H -0.68 3.88 3.19
H 2.97 -0.53 2.51
H -2.28 5.47 -0.59
H -3.79 2.07 0.77
H -5.00 3.28 -3.08
H -1.05 -1.93 4.79
H -4.19 -0.64 1.98
H -1.12 -2.79 -0.46
H 0.04 -0.27 -2.32
H -0.85 -4.69 2.69
H 2.45 -5.95 2.30
*
```

Values from the calculation:
Highest occupied orbital energy (spin up / spin down), hartree: -0.351 / -0.357
⟨S²⟩: 3.769
Total energy, Ha: -3276.8139
Lowest unoccupied orbital energy (spin up / spin down), eV: -2.3 / -2.1

Here are the Mulliken charges for atoms 1 to 4, given in e: atom 1 (Mn): 0.693, atom 2 (O): -0.667, atom 3 (O): -0.592, atom 4 (N): 1.380



> total energy of number 5 (C20H23ClN2OPV)?

-2705.6061 Ha



> Which of these has the highest total energy?

CH7NO2